1.
A 6-piece molecular cluster, C28H73N5O9 overall, computed with ωB97M-V/def2-TZVPD.

Values from the calculation:
Spin multiplicity = 1
ΔE to the lowest compared entry with this formula, charge and spin = 0.000 eV
Kohn-Sham gap = 9.54 eV
Net charge = 0
HOMO = -8.9 eV
SMILES string = COC[C@H](C)N.COC[C@H](C)N.COCCNCCOC.COCCNCCOC.COCCNCCOC.CCO

Each line ends with the Mulliken charge.
Cartesian coordinates (Å):
1 C -5.777 -1.938 -18.894  -1.299
2 C -4.293 -1.971 -19.118  1.533
3 O -3.903 -0.897 -19.952  -0.568
4 H -6.034 -2.817 -18.298  0.375
5 H -6.342 -1.876 -19.822  0.397
6 H -6.046 -1.070 -18.286  0.116
7 H -3.986 -2.946 -19.518  -0.791
8 H -3.740 -1.954 -18.164  0.006
9 H -2.983 -1.025 -20.221  0.223
10 C -3.714 0.980 -17.339  -0.486
11 O -4.336 2.245 -17.476  -0.424
12 C -4.921 2.415 -18.744  -0.194
13 C -5.364 3.841 -18.854  -0.745
14 N -4.198 4.722 -18.810  -0.173
15 C -4.501 6.111 -19.116  -0.687
16 C -4.709 6.407 -20.585  -0.313
17 O -5.018 7.788 -20.794  -0.394
18 C -4.110 8.727 -20.245  -0.699
19 H -4.496 0.250 -17.101  0.264
20 H -3.070 1.035 -16.459  0.423
21 H -3.100 0.689 -18.189  -0.006
22 H -5.787 1.745 -18.850  0.248
23 H -4.236 2.219 -19.577  0.191
24 H -6.100 4.087 -18.072  0.354
25 H -5.859 4.002 -19.814  0.394
26 H -3.755 4.690 -17.903  0.230
27 H -3.642 6.704 -18.774  0.436
28 H -5.322 6.546 -18.521  0.236
29 H -5.638 5.940 -20.916  0.270
30 H -3.875 6.120 -21.230  0.267
31 H -3.076 8.371 -20.323  0.331
32 H -4.331 8.891 -19.185  0.251
33 H -4.244 9.647 -20.804  0.251
34 C -0.324 1.612 -18.021  -0.895
35 O 0.062 0.298 -18.386  -0.048
36 C 1.280 -0.134 -17.843  -0.706
37 C 1.127 -0.588 -16.383  -0.788
38 N 0.000 -1.482 -16.178  -0.251
39 C 0.362 -2.880 -16.452  -0.404
40 C -0.806 -3.832 -16.290  -0.792
41 O -1.761 -3.710 -17.331  0.111
42 C -2.578 -4.857 -17.370  -0.784
43 H 0.525 2.207 -17.666  0.429
44 H -0.973 1.571 -17.135  0.240
45 H -0.872 2.050 -18.849  0.221
46 H 2.049 0.644 -17.945  0.451
47 H 1.647 -0.982 -18.433  0.343
48 H 0.970 0.320 -15.788  0.331
49 H 2.090 -1.005 -16.083  0.449
50 H -0.679 -1.245 -16.900  0.053
51 H 1.075 -3.212 -15.691  0.439
52 H 0.813 -3.027 -17.446  0.236
53 H -1.261 -3.601 -15.319  0.321
54 H -0.364 -4.835 -16.340  0.439
55 H -3.478 -4.631 -17.946  -0.110
56 H -2.910 -5.077 -16.348  0.496
57 H -2.123 -5.742 -17.830  0.337
58 C -9.122 -0.897 -17.942  -0.743
59 O -10.319 -0.261 -18.242  -0.334
60 C -10.140 0.993 -18.880  -0.476
61 C -11.499 1.620 -19.074  -0.679
62 N -12.316 0.819 -19.975  -0.324
63 C -13.718 1.226 -19.972  -0.619
64 C -14.438 0.736 -21.214  -0.492
65 O -15.775 1.189 -21.128  -0.285
66 C -16.436 1.172 -22.364  -0.714
67 H -8.601 -1.273 -18.831  0.296
68 H -9.320 -1.681 -17.210  0.334
69 H -8.364 -0.280 -17.422  0.245
70 H -9.612 0.858 -19.830  0.348
71 H -9.556 1.650 -18.220  0.365
72 H -11.302 2.594 -19.543  0.365
73 H -11.941 1.847 -18.093  0.343
74 H -12.277 -0.128 -19.610  0.261
75 H -13.806 2.313 -19.947  0.368
76 H -14.275 0.838 -19.107  0.272
77 H -14.420 -0.360 -21.286  0.287
78 H -13.931 1.140 -22.099  0.335
79 H -17.407 1.649 -22.244  0.250
80 H -16.601 0.151 -22.735  0.281
81 H -15.880 1.724 -23.132  0.315
82 C -5.559 -5.429 -20.243  -1.312
83 C -5.167 -6.762 -20.894  0.624
84 C -3.687 -7.010 -20.866  -0.366
85 O -3.422 -8.325 -21.329  -0.394
86 C -2.144 -8.484 -21.873  -0.735
87 N -5.863 -7.854 -20.182  -0.782
88 H -5.393 -5.570 -19.172  0.368
89 H -6.633 -5.321 -20.394  0.400
90 H -5.012 -4.586 -20.654  0.195
91 H -5.533 -6.745 -21.932  0.164
92 H -3.330 -6.948 -19.825  0.134
93 H -3.151 -6.267 -21.463  0.322
94 H -1.380 -7.976 -21.265  0.264
95 H -2.036 -8.104 -22.898  0.284
96 H -1.905 -9.547 -21.889  0.302
97 H -6.855 -7.806 -20.377  0.259
98 H -5.517 -8.732 -20.550  0.270
99 C -1.125 -3.974 -20.561  -0.077
100 C -0.461 -3.332 -21.783  0.416
101 C -0.317 -1.832 -21.600  -0.322
102 O -1.572 -1.233 -21.820  -0.423
103 C -1.498 0.172 -21.997  -0.622
104 N 0.824 -3.942 -22.102  -0.773
105 H -0.530 -3.875 -19.654  0.106
106 H -1.380 -5.017 -20.754  -0.051
107 H -2.085 -3.480 -20.372  -0.300
108 H -1.156 -3.448 -22.618  0.240
109 H 0.427 -1.458 -22.323  0.563
110 H 0.119 -1.534 -20.630  -0.171
111 H -0.758 0.469 -22.738  0.390
112 H -1.395 0.669 -21.025  0.054
113 H -2.487 0.478 -22.348  0.274
114 H 1.491 -3.749 -21.360  0.268
115 H 0.713 -4.950 -22.102  0.297

=====

2.
A 2-piece molecular cluster, C10H18F2NO3P2S overall, computed with ωB97M-V/def2-TZVPD.

Values from the calculation:
Spin multiplicity = 1
Kohn-Sham gap = 6.92 eV
Net charge = +1
HOMO = -11.8 eV

Each line ends with the Mulliken charge.
Cartesian coordinates (Å):
1 N -0.485 0.716 -3.312  -0.561
2 C 0.848 1.300 -3.403  -1.222
3 C 1.522 1.628 -2.056  -0.164
4 C 2.164 0.386 -1.410  -0.726
5 C 1.756 0.065 0.036  -0.124
6 P 1.570 1.479 1.156  0.182
7 P 2.875 3.262 0.793  0.382
8 O 4.260 2.799 0.878  -0.508
9 S -0.528 1.989 1.260  1.026
10 O -0.677 3.302 1.757  -0.532
11 O -1.132 1.596 0.040  -0.389
12 F -0.998 1.012 2.350  -0.129
13 H -1.055 1.254 -2.675  0.244
14 H -0.446 -0.232 -2.957  0.284
15 H 0.754 2.236 -3.951  0.417
16 H 1.492 0.652 -3.990  0.438
17 H 0.747 2.070 -1.429  0.281
18 H 2.308 2.353 -2.263  0.190
19 H 1.849 -0.481 -1.988  0.502
20 H 3.245 0.410 -1.485  0.345
21 H 0.799 -0.462 0.055  -0.096
22 H 2.493 -0.583 0.507  0.592
23 H 1.898 1.036 2.443  0.234
24 H 2.434 4.138 1.798  0.188
25 H 2.461 3.792 -0.433  0.152
26 F -1.224 -2.246 -0.729  -0.273
27 C -1.881 -2.623 0.401  0.176
28 C -2.195 -3.951 0.590  -0.603
29 C -2.852 -4.311 1.758  -0.369
30 C -3.180 -3.351 2.707  -0.587
31 C -2.851 -2.021 2.490  -0.436
32 C -2.195 -1.651 1.324  0.022
33 H -1.934 -4.682 -0.163  0.441
34 H -3.107 -5.347 1.928  0.377
35 H -3.694 -3.640 3.613  0.392
36 H -3.108 -1.270 3.225  0.376
37 H -1.931 -0.626 1.135  0.480

=====

3.
C50H47BF4N8O4PbS2 as an isolated structure, computed with ωB97M-V/def2-TZVPD.

Values from the calculation:
Spin multiplicity = 1
Kohn-Sham gap = 6.71 eV
Net charge = +2
HOMO = -12.5 eV

Each line ends with the Mulliken charge.
Cartesian coordinates (Å):
1 Pb 11.441 15.528 10.796  3.996
2 C 14.825 7.731 10.187  -0.996
3 O 14.547 9.165 10.240  -0.421
4 C 14.672 9.848 9.041  0.778
5 C 14.851 9.262 7.777  -0.449
6 C 14.927 10.055 6.640  -1.224
7 C 14.924 11.424 6.798  -0.577
8 C 14.703 12.028 8.033  0.450
9 C 14.516 11.249 9.151  -0.070
10 N 14.354 11.774 10.490  0.230
11 C 13.647 12.914 10.765  -0.778
12 N 13.999 13.449 11.963  0.035
13 C 13.902 14.781 12.491  -1.195
14 C 13.031 15.784 12.175  1.525
15 C 13.168 17.048 12.784  -1.989
16 C 14.058 17.251 13.833  -1.391
17 C 14.900 16.214 14.207  -0.577
18 C 14.891 15.022 13.488  1.028
19 O 15.715 13.969 13.737  -0.435
20 C 16.755 14.130 14.719  -0.963
21 N 12.721 13.464 10.008  0.798
22 C 11.997 12.681 9.079  -0.758
23 C 11.776 13.158 7.844  -1.063
24 C 10.600 12.619 7.043  -0.479
25 C 9.874 11.397 7.686  -0.043
26 C 10.561 10.715 8.836  -0.952
27 C 11.350 11.436 9.594  0.161
28 O 11.689 11.175 10.912  0.324
29 C 11.606 9.825 11.350  -1.083
30 H 14.626 7.390 11.192  0.256
31 H 15.861 7.555 9.849  0.361
32 H 14.090 7.340 9.478  0.419
33 H 14.936 8.202 7.699  0.478
34 H 15.016 9.597 5.658  0.435
35 H 15.079 12.122 5.947  0.416
36 H 14.607 13.122 8.076  -0.016
37 H 14.639 11.142 11.242  0.381
38 H 14.668 12.942 12.531  0.457
39 H 12.569 17.871 12.431  1.113
40 H 14.095 18.206 14.312  0.567
41 H 15.592 16.318 15.038  0.491
42 H 17.312 15.091 14.668  0.367
43 H 17.496 13.321 14.589  0.280
44 H 16.362 13.962 15.750  0.370
45 H 12.307 14.019 7.468  0.741
46 H 10.790 12.582 5.970  0.576
47 H 9.566 10.657 6.897  0.421
48 H 10.106 9.756 9.107  0.571
49 H 11.989 9.805 12.343  0.295
50 H 12.200 9.203 10.691  0.266
51 H 10.555 9.510 11.361  0.333
52 O 10.679 13.769 12.288  -1.197
53 C 9.321 13.502 11.875  -0.467
54 C 9.241 13.457 10.391  0.871
55 C 8.670 12.485 9.694  -1.111
56 C 8.706 12.327 8.184  -0.556
57 C 9.342 13.526 7.478  -0.603
58 C 9.900 14.555 8.409  -0.879
59 N 9.870 14.534 9.688  1.284
60 H 11.178 12.990 12.029  0.435
61 H 8.771 14.369 12.265  -1.099
62 H 8.899 12.610 12.343  1.013
63 H 8.276 11.728 10.326  0.617
64 H 7.741 12.006 7.831  0.695
65 H 8.720 14.049 6.710  0.578
66 H 10.405 15.392 7.973  0.329
67 N 13.408 17.230 6.945  -0.116
68 C 14.553 16.584 7.394  0.617
69 C 15.770 16.312 6.773  -1.260
70 C 16.745 15.735 7.564  -0.639
71 C 16.527 15.412 8.906  -0.678
72 C 15.303 15.674 9.500  -0.160
73 C 14.280 16.218 8.710  -0.084
74 N 12.953 16.517 8.990  0.283
75 C 12.510 17.191 7.943  0.916
76 C 11.167 17.732 7.922  -1.190
77 C 10.527 18.419 6.919  -0.584
78 S 8.895 18.686 7.446  -0.081
79 C 9.231 17.960 8.953  -0.304
80 N 10.437 17.494 9.051  0.123
81 H 13.285 17.782 6.096  0.290
82 H 15.882 16.608 5.733  0.492
83 H 17.775 15.584 7.215  0.409
84 H 17.351 15.056 9.462  0.581
85 H 15.173 15.444 10.548  0.095
86 H 10.859 18.776 5.945  0.435
87 H 8.438 17.781 9.663  0.182
88 F 7.703 15.925 10.617  0.305
89 B 6.735 15.834 9.552  0.069
90 F 7.497 15.504 8.379  -0.339
91 F 5.860 14.819 9.852  -0.369
92 F 6.154 17.077 9.355  -0.349
93 N 10.369 17.209 11.878  -0.658
94 S 8.870 17.527 12.590  0.182
95 C 9.154 18.962 13.647  0.365
96 C 10.448 19.340 13.983  -0.036
97 C 10.631 20.452 14.800  -0.717
98 C 9.494 21.154 15.213  -0.513
99 C 8.214 20.791 14.822  -0.773
100 C 8.037 19.682 13.999  -0.378
101 C 8.609 16.193 13.717  0.036
102 C 9.635 15.568 14.433  0.386
103 C 9.293 14.413 15.157  -0.938
104 C 7.982 13.970 15.225  -0.608
105 C 6.953 14.689 14.580  -0.784
106 C 7.275 15.768 13.804  -0.148
107 H 10.570 18.007 11.305  0.274
108 H 11.285 18.730 13.671  0.051
109 H 11.615 20.760 15.046  0.523
110 H 9.635 22.018 15.864  0.390
111 H 7.324 21.335 15.149  0.410
112 H 7.033 19.440 13.664  0.498
113 H 10.678 15.831 14.330  0.584
114 H 10.058 13.875 15.670  0.499
115 H 7.738 13.160 15.854  0.524
116 H 5.916 14.377 14.691  0.448
117 H 6.475 16.294 13.269  0.372

=====

4.
An isolated molecule of C4H13N3, computed with ωB97M-V/def2-TZVPD.

Values from the calculation:
Spin multiplicity = 1
ΔE to the lowest compared entry with this formula, charge and spin = 2.108 eV
Kohn-Sham gap = 10.00 eV
Net charge = 0
HOMO = -9.1 eV
SMILES string = NCC[C@@H](N)CN

Each line ends with the Mulliken charge.
Cartesian coordinates (Å):
1 N 0.159 1.445 -0.515  -0.760
2 C -0.026 -0.005 -0.338  0.596
3 C 0.718 -0.385 0.892  -0.554
4 C 0.066 0.231 2.261  -0.862
5 N -1.273 -0.010 2.594  -0.577
6 C 0.557 -0.658 -1.605  -1.146
7 N -0.073 -0.454 -2.997  -0.648
8 H -0.594 1.998 -0.218  0.250
9 H 0.080 1.568 -1.632  0.274
10 H -1.151 -0.147 -0.402  0.055
11 H 0.628 -1.526 0.890  0.277
12 H 1.801 -0.040 0.943  0.292
13 H 0.193 1.323 2.283  0.404
14 H 0.563 -0.463 2.943  0.406
15 H -1.412 -1.050 2.578  0.273
16 H -1.891 0.366 1.799  0.255
17 H 0.587 -1.740 -1.503  0.505
18 H 1.621 -0.451 -1.742  0.453
19 H 0.558 -0.476 -3.781  0.239
20 H -0.562 -1.327 -2.990  0.269

=====

5.
A 3-piece molecular cluster, C7H5I3NO2 overall, computed with ωB97M-V/def2-TZVPD.

Values from the calculation:
Spin multiplicity = 1
ΔE to the lowest compared entry with this formula, charge and spin = 1.347 eV
Kohn-Sham gap = 6.43 eV
Net charge = -1
HOMO = -4.2 eV

Each line ends with the Mulliken charge.
Cartesian coordinates (Å):
1 C 1.614 -0.638 -0.001  -0.555
2 C 1.374 0.659 0.625  0.790
3 C -0.161 0.198 -1.098  0.884
4 C -2.226 -0.760 1.280  0.755
5 C 0.836 -0.853 -1.011  -0.655
6 C 1.930 1.185 1.726  -0.297
7 C 0.173 1.089 -0.149  -1.342
8 N -1.086 0.291 -2.074  -0.367
9 O -1.122 -0.999 1.447  -0.366
10 O -3.297 -0.308 1.210  -0.456
11 I 3.623 0.186 2.473  -0.047
12 I -0.934 2.872 0.152  0.046
13 I -2.559 -2.662 -1.083  -0.786
14 H 2.508 -1.279 0.262  0.222
15 H -1.549 -0.465 -2.480  0.185
16 H 0.884 -1.710 -1.621  0.457
17 H 1.522 1.876 2.531  0.380
18 H -1.533 1.321 -2.190  0.152

=====

6.
An isolated molecule of C26H22N4O2S2, computed with ωB97M-V/def2-TZVPD.

Values from the calculation:
Spin multiplicity = 1
ΔE to the lowest compared entry with this formula, charge and spin = 2.824 eV
Kohn-Sham gap = 7.55 eV
Net charge = 0
HOMO = -7.8 eV
SMILES string = O=S(=O)(c1cccs1)N1c2nc3ccccc3nc2N2C=CC(CCCc3ccccc3)=C[C@H]21

Each line ends with the Mulliken charge.
Cartesian coordinates (Å):
1 O -0.684 -2.079 1.497  -0.736
2 S 0.263 -1.503 0.596  1.483
3 O -0.221 -0.940 -0.629  -0.741
4 N 1.103 -0.288 1.461  0.079
5 C 2.271 0.161 0.883  0.220
6 N 3.232 -0.570 0.423  -0.100
7 C 4.283 0.131 -0.113  -0.315
8 C 5.385 -0.581 -0.599  -0.529
9 C 6.445 0.089 -1.158  -0.551
10 C 6.432 1.485 -1.249  -0.476
11 C 5.363 2.206 -0.781  -0.441
12 C 4.268 1.548 -0.203  0.400
13 N 3.209 2.290 0.245  -0.641
14 C 2.260 1.596 0.796  0.761
15 N 1.078 2.037 1.308  0.152
16 C 0.428 3.195 0.948  -0.712
17 C -0.911 3.246 0.922  -0.614
18 C -1.692 2.051 1.172  1.003
19 C -1.091 0.936 1.606  -1.034
20 C 0.371 0.912 1.915  0.144
21 H 0.527 0.947 3.015  -0.157
22 H -1.629 0.023 1.793  0.691
23 C -3.160 2.105 0.875  -1.385
24 H -3.578 3.004 1.336  0.462
25 H -3.661 1.233 1.298  0.439
26 C -3.425 2.153 -0.636  -0.800
27 H -4.466 2.441 -0.799  0.445
28 H -2.790 2.916 -1.091  0.515
29 C -3.164 0.805 -1.319  -0.406
30 C -4.149 -0.241 -0.874  0.032
31 C -5.492 -0.132 -1.217  -0.409
32 C -6.410 -1.075 -0.791  -0.661
33 C -5.997 -2.145 -0.015  -0.394
34 C -4.660 -2.268 0.322  -0.722
35 C -3.743 -1.324 -0.106  -0.036
36 H -2.700 -1.437 0.150  0.706
37 H -4.325 -3.102 0.921  0.434
38 H -6.714 -2.881 0.319  0.376
39 H -7.451 -0.976 -1.067  0.377
40 H -5.822 0.695 -1.830  0.403
41 H -2.149 0.468 -1.104  -0.133
42 H -3.254 0.945 -2.400  0.467
43 H -1.418 4.159 0.661  0.460
44 H 1.084 4.001 0.661  0.409
45 H 5.335 3.283 -0.839  0.446
46 H 7.274 1.996 -1.691  0.377
47 H 7.295 -0.461 -1.532  0.400
48 H 5.371 -1.657 -0.516  0.462
49 C 1.535 -2.660 0.247  0.060
50 C 2.007 -3.018 -0.980  -0.367
51 C 3.043 -3.968 -0.887  -0.617
52 C 3.325 -4.302 0.402  -0.517
53 S 2.329 -3.473 1.528  -0.127
54 H 4.063 -4.995 0.755  0.472
55 H 3.553 -4.379 -1.739  0.427
56 H 1.621 -2.603 -1.892  0.522